1.
# C55H61AsClHgN6O2P2SSi2

A molecular structure, C55H61AsClHgN6O2P2SSi2 in a non-equilibrium geometry (wB97M-V/def2-TZVPD, the Open Molecules 2025 dataset).

Computed properties:
orbital gap (alpha / beta) = 3.90 / 6.58 eV
max |F| = 1.12 eV/A
relative energy (zero: lowest compared OMol25 entry of this formula, charge and spin) = 14.0 kcal per mole

```
! RIJCOSX wB97M-V def2-TZVPD def2/J DEFGRID3
* xyz -2 2
Hg -0.2807 0.1976 -0.2497
O -7.5370 -0.2439 0.6495
C -7.0116 0.6429 -0.0672
O -7.5539 1.4797 -0.8225
C -5.4705 0.6595 -0.0422
C -4.7548 -0.1761 0.8455
C -3.3895 -0.2546 0.7432
N -2.6741 0.4443 -0.1618
C -3.3339 1.2977 -1.0058
C -4.7530 1.3990 -0.9351
C -2.5513 2.0229 -1.9539
C -3.1204 2.8396 -2.9794
C -2.3161 3.4757 -3.8809
C -0.9078 3.3281 -3.7838
C -0.4268 2.5390 -2.7574
N -1.1825 1.8925 -1.8734
C -2.6343 -1.2419 1.5631
C -3.2149 -1.9888 2.5893
C -2.4610 -2.9484 3.2401
C -1.1439 -3.1560 2.8576
C -0.6395 -2.3621 1.8456
N -1.3651 -1.4282 1.2340
H -5.3313 -0.7796 1.5301
H -5.3175 2.0557 -1.5804
H -4.1931 2.9405 -3.0594
H -2.7565 4.0853 -4.6629
H -0.2247 3.8253 -4.4620
H 0.6468 2.4007 -2.6387
H -4.2445 -1.8219 2.8669
H -2.9043 -3.5368 4.0347
H -0.5147 -3.8999 3.3293
H 0.3801 -2.4780 1.4913
C -0.4500 1.7545 5.4956
Si -0.8641 2.6383 3.8801
C -2.7207 2.4781 3.6732
C -0.4207 4.4525 4.1602
N -0.1160 1.8718 2.5730
P 1.0257 2.2592 1.5625
C 1.6089 1.0597 0.4530
P 2.6540 -0.2105 0.9849
N 2.4988 -1.5458 0.1411
Si 3.3263 -3.0121 0.0409
C 2.7868 -4.2306 1.3744
C 5.2151 -2.8954 0.0890
C 2.9167 -3.8644 -1.5885
C 4.3564 0.5091 0.7726
C 5.3295 0.7105 1.7448
C 6.6062 1.1550 1.4033
C 6.9274 1.4097 0.0811
C 5.9505 1.2583 -0.9019
C 4.6821 0.8260 -0.5549
C 2.6796 -0.7108 2.7652
C 3.7232 -1.5199 3.2256
C 3.7260 -2.0220 4.5184
C 2.6717 -1.7323 5.3770
C 1.6185 -0.9501 4.9267
C 1.6169 -0.4491 3.6273
C 0.5112 3.6424 0.4587
C 1.3481 4.1005 -0.5625
C 0.9845 5.1891 -1.3408
C -0.2473 5.8053 -1.1446
C -1.1140 5.3187 -0.1798
C -0.7298 4.2461 0.6206
C 2.4711 3.0106 2.4764
C 2.8030 2.4069 3.6972
C 3.8443 2.8761 4.4866
C 4.5813 3.9775 4.0768
C 4.2609 4.5982 2.8785
C 3.2168 4.1242 2.0895
H -1.1169 2.0979 6.2968
H 0.5843 1.9283 5.8136
H -0.5951 0.6741 5.3771
H -3.2780 2.9547 4.4891
H -2.9886 1.4156 3.6497
H -3.0598 2.9109 2.7262
H -0.5517 4.7343 5.2110
H -1.0408 5.1168 3.5491
H 0.6242 4.6386 3.8874
H 2.8131 -3.7940 2.3785
H 3.4172 -5.1290 1.3712
H 1.7542 -4.5387 1.1649
H 5.6156 -2.7760 1.1020
H 5.5600 -2.0402 -0.5039
H 5.6552 -3.8070 -0.3350
H 1.8772 -3.6632 -1.8636
H 3.0299 -4.9512 -1.4870
H 3.5667 -3.5326 -2.4047
H 5.0936 0.5424 2.7880
H 7.3481 1.3062 2.1793
H 7.9276 1.7322 -0.1844
H 6.1860 1.4798 -1.9371
H 3.9061 0.7335 -1.3062
H 4.5347 -1.7729 2.5554
H 4.5473 -2.6434 4.8546
H 2.6648 -2.1254 6.3877
H 0.7880 -0.7276 5.5862
H 0.7817 0.1556 3.2783
H 2.2814 3.5786 -0.7435
H 1.6412 5.5323 -2.1328
H -0.5471 6.6393 -1.7694
H -2.0971 5.7584 -0.0594
H -1.4095 3.8465 1.3651
H 2.2190 1.5610 4.0327
H 4.0740 2.3855 5.4261
H 5.3909 4.3584 4.6893
H 4.8262 5.4628 2.5502
H 2.9844 4.6434 1.1740
C -3.9218 -5.0105 -2.9546
As -3.3243 -3.2693 -2.3442
C -4.7360 -2.7013 -1.1738
C -3.5815 -2.1513 -3.9004
S -1.3954 -3.3709 -1.5989
H -4.9214 -4.9546 -3.3877
H -3.9212 -5.6763 -2.0950
H -3.2064 -5.3768 -3.6865
H -5.6996 -2.8784 -1.6514
H -4.6250 -1.6392 -0.9605
H -4.6675 -3.2531 -0.2394
H -4.4918 -2.4524 -4.4172
H -2.7175 -2.2494 -4.5522
H -3.6742 -1.1170 -3.5685
Cl 3.8875 -0.6561 -4.6871
C 2.1686 -0.5921 -4.3954
C 1.2873 -0.5263 -5.4527
C -0.0637 -0.4776 -5.1609
C -0.4608 -0.4856 -3.8320
N 0.3979 -0.5457 -2.8239
C 1.6936 -0.6091 -3.0904
H 1.6538 -0.5019 -6.4713
H -0.7997 -0.4129 -5.9522
H -1.5051 -0.4203 -3.5583
H 2.3526 -0.6760 -2.2274
*
```

Löwdin atomic charge list, values in e, 99 entries:
1 Hg 1.10
2 O -0.08
3 C -0.69
4 O -0.07
5 C -0.14
6 C -0.03
7 C -0.27
8 N 0.06
9 C -0.23
10 C 0.03
11 C -0.25
12 C -0.05
13 C -0.12
14 C -0.12
15 C -0.22
16 N 0.02
17 C -0.22
18 C -0.01
19 C -0.07
20 C -0.06
21 C -0.16
22 N 0.03
23 H 0.10
24 H 0.10
25 H 0.09
26 H 0.08
27 H 0.08
28 H 0.10
29 H 0.10
30 H 0.10
31 H 0.10
32 H 0.08
33 C -0.19
34 Si 0.28
35 C -0.18
36 C -0.18
37 N -0.27
38 P 0.61
39 C -0.55
40 P 0.62
41 N -0.26
42 Si 0.27
43 C -0.18
44 C -0.18
45 C -0.19
46 C -0.26
47 C -0.09
48 C -0.10
49 C -0.11
50 C -0.10
51 C -0.10
52 C -0.26
53 C -0.13
54 C -0.10
55 C -0.10
56 C -0.09
57 C -0.12
58 C -0.29
59 C -0.14
60 C -0.10
61 C -0.10
62 C -0.08
63 C -0.08
64 C -0.24
65 C -0.10
66 C -0.09
67 C -0.11
68 C -0.10
69 C -0.07
70 H 0.02
71 H 0.02
72 H 0.01
73 H 0.02
74 H 0.02
75 H 0.02
76 H 0.02
77 H 0.02
78 H 0.01
79 H 0.01
80 H 0.02
81 H 0.02
82 H 0.01
83 H 0.02
84 H 0.02
85 H 0.00
86 H 0.02
87 H 0.02
88 H 0.09
89 H 0.09
90 H 0.09
91 H 0.09
92 H 0.08
93 H 0.08
94 H 0.10
95 H 0.09
96 H 0.08
97 H 0.06
98 H 0.10
99 H 0.10

=====

2.
# C55H66F4N3

2 unconnected molecules or ions with the total composition C55H66F4N3 in a non-equilibrium geometry (wB97M-V/def2-TZVPD, the Open Molecules 2025 dataset).

Computed properties:
orbital gap = 2.59 eV
max |F| = 2.85 eV/A

```
! RIJCOSX wB97M-V def2-TZVPD def2/J DEFGRID3
* xyz 1 1
C -5.5593 -1.2595 -1.9010
C -5.3609 -0.8390 -0.4399
C -6.3434 0.2790 -0.0632
C -3.9047 -0.5190 -0.1286
C -3.3576 0.7465 -0.3456
C -2.0041 0.9985 -0.1446
C -1.3826 2.3154 -0.5950
C -2.4010 3.3669 -1.0366
C -0.3323 2.1148 -1.6855
C -1.1717 -0.0116 0.4571
C 0.2241 0.2384 0.8374
N 0.6145 1.0799 1.8772
C -0.1671 2.0938 2.5504
C 0.1169 3.4455 2.2932
C 1.2272 3.8746 1.3270
C 2.5301 4.0537 2.0940
C 0.8573 5.1145 0.5156
C -0.6256 4.4266 2.9626
C -1.7100 4.0694 3.7593
C -1.9839 2.7237 3.9978
C -1.1847 1.7177 3.4490
C -1.3247 0.2671 3.9024
C -2.6168 0.0346 4.6902
C -0.1161 -0.1893 4.7299
N 1.9687 1.0905 2.0086
N 2.4166 0.1759 1.1168
C 3.8341 -0.0282 0.9001
C 4.4594 0.6289 -0.1743
C 3.7377 1.6863 -1.0106
C 3.3989 1.1716 -2.4022
C 4.5514 2.9789 -1.1246
C 5.7950 0.3479 -0.4639
C 6.5309 -0.5002 0.3557
C 5.9196 -1.0865 1.4620
C 4.5798 -0.8503 1.7604
C 4.0113 -1.4566 3.0576
C 2.7881 -2.3498 2.8441
C 3.7773 -0.3816 4.1232
C 1.3807 -0.3225 0.3079
C 1.6026 -1.1816 -0.7516
C -1.7278 -1.3174 0.6259
C -0.9337 -2.5302 1.1142
C -0.8553 -3.6163 0.0273
C -1.5194 -3.1059 2.4102
C -3.0710 -1.5311 0.3293
H -4.9330 -2.1234 -2.1526
H -6.6044 -1.5399 -2.0774
H -5.3024 -0.4468 -2.5936
H -5.6002 -1.7126 0.1820
H -6.1653 0.6305 0.9580
H -6.2723 1.1348 -0.7440
H -7.3675 -0.1070 -0.1117
H -4.0093 1.5370 -0.7223
H -0.8531 2.7040 0.2884
H -3.2019 3.4814 -0.2952
H -1.9149 4.3400 -1.1773
H -2.8392 3.0689 -1.9985
H 0.4127 1.3552 -1.4099
H -0.8246 1.7798 -2.6084
H 0.1948 3.0560 -1.9018
H 1.3737 3.0479 0.6181
H 2.8550 3.0772 2.4749
H 3.3052 4.4644 1.4375
H 2.3789 4.7429 2.9367
H -0.0767 4.9713 -0.0455
H 0.7430 5.9849 1.1727
H 1.6544 5.3424 -0.2023
H -0.3413 5.4761 2.8491
H -2.3239 4.8461 4.2196
H -2.8072 2.4476 4.6550
H -1.3524 -0.3493 2.9908
H -3.4883 0.4310 4.1558
H -2.7917 -1.0325 4.8712
H -2.5396 0.5304 5.6671
H 0.8314 0.0160 4.2142
H -0.1034 0.3431 5.6941
H -0.1608 -1.2688 4.9356
H 2.8069 1.9130 -0.4706
H 2.8304 0.2361 -2.3485
H 2.7929 1.9103 -2.9405
H 4.3178 0.9910 -2.9782
H 4.8444 3.3649 -0.1399
H 5.4607 2.8145 -1.7178
H 3.9561 3.7471 -1.6334
H 6.2572 0.8424 -1.3220
H 7.5798 -0.7012 0.1369
H 6.4895 -1.7439 2.1250
H 4.8171 -2.1018 3.4358
H 2.9295 -3.0044 1.9736
H 2.6069 -2.9787 3.7271
H 1.8924 -1.7356 2.6888
H 4.7307 0.0660 4.4339
H 3.1373 0.4164 3.7265
H 3.2888 -0.8102 5.0060
H 2.5989 -1.5864 -0.8830
H 0.7507 -1.4263 -1.3725
H 0.0902 -2.1983 1.3222
H -0.4989 -3.1999 -0.9226
H -0.1580 -4.4117 0.3234
H -1.8414 -4.0706 -0.1432
H -1.6739 -2.3231 3.1655
H -2.4889 -3.5835 2.2152
H -0.8407 -3.8525 2.8440
H -3.4862 -2.5346 0.4672
F 1.5481 0.5886 -5.0593
C 0.2230 0.2635 -4.8428
C -0.7366 1.2493 -5.0653
C -2.0347 0.9380 -4.6510
F -2.9871 1.9374 -4.6799
C -2.4124 -0.3161 -4.2105
C -1.4343 -1.3498 -4.1041
C -1.8427 -2.6519 -3.7149
C -1.2307 -3.8715 -4.0831
C -1.7362 -5.0823 -3.5165
C -1.1239 -6.2852 -3.8070
F -1.6072 -7.4248 -3.2067
C -0.0252 -6.4014 -4.6617
C 0.4112 -5.2222 -5.2655
F 1.4557 -5.2999 -6.1614
C -0.1627 -3.9839 -5.0255
C -0.0787 -1.0110 -4.3915
H -0.4853 2.2159 -5.4897
H -3.4543 -0.5491 -3.9903
H -2.7788 -2.7319 -3.1545
H -2.6001 -5.0280 -2.8558
H 0.4529 -7.3556 -4.8520
H 0.1927 -3.1127 -5.5671
H 0.7129 -1.7469 -4.2623
*
```

Löwdin atomic charge list, values in e, 99 entries:
1 C -0.06
2 C -0.38
3 C -0.07
4 C -0.17
5 C 0.03
6 C -0.08
7 C -0.35
8 C -0.06
9 C -0.03
10 C -0.04
11 C -0.10
12 N 0.06
13 C -0.09
14 C -0.13
15 C -0.38
16 C -0.05
17 C -0.05
18 C -0.01
19 C -0.04
20 C -0.02
21 C -0.10
22 C -0.36
23 C -0.07
24 C -0.04
25 N 0.18
26 N 0.02
27 C -0.09
28 C -0.12
29 C -0.37
30 C -0.07
31 C -0.06
32 C -0.02
33 C -0.04
34 C -0.02
35 C -0.12
36 C -0.36
37 C -0.06
38 C -0.06
39 C -0.26
40 C 0.06
41 C -0.13
42 C -0.36
43 C -0.06
44 C -0.04
45 C 0.01
46 H 0.06
47 H 0.09
48 H 0.07
49 H 0.13
50 H 0.09
51 H 0.08
52 H 0.08
53 H 0.11
54 H 0.10
55 H 0.09
56 H 0.08
57 H 0.08
58 H 0.07
59 H 0.06
60 H 0.10
61 H 0.10
62 H 0.06
63 H 0.07
64 H 0.09
65 H 0.07
66 H 0.08
67 H 0.09
68 H 0.12
69 H 0.12
70 H 0.11
71 H 0.10
72 H 0.09
73 H 0.08
74 H 0.09
75 H 0.05
76 H 0.10
77 H 0.09
78 H 0.11
79 H 0.05
80 H 0.08
81 H 0.09
82 H 0.08
83 H 0.08
84 H 0.08
85 H 0.12
86 H 0.11
87 H 0.12
88 H 0.13
89 H 0.09
90 H 0.09
91 H 0.05
92 H 0.09
93 H 0.05
94 H 0.08
95 H 0.07
96 H 0.04
97 H 0.10
98 H 0.05
99 H 0.09

=====

3.
# C55H66ILaN3O4P

A molecular structure, C55H66ILaN3O4P in a non-equilibrium geometry (wB97M-V/def2-TZVPD, the Open Molecules 2025 dataset).

Computed properties:
orbital gap = 7.31 eV
max |F| = 1.05 eV/A

```
! RIJCOSX wB97M-V def2-TZVPD def2/J DEFGRID3
* xyz 2 1
La -0.0934 -0.2594 0.1557
I 0.5185 -4.4553 -0.8130
C -0.0488 -5.2187 -2.6932
C -0.4093 -6.5379 -2.6558
C -0.7067 -7.2344 -3.8354
C -0.5781 -6.5869 -5.0238
C -0.1956 -5.2260 -5.0859
C -0.0289 -4.6517 -6.3620
C 0.3420 -3.3494 -6.4900
C 0.4929 -2.5717 -5.3388
C 0.3310 -3.0586 -4.0565
P 0.4669 -1.6354 -2.8121
C -0.7474 -0.5125 -3.6415
C -1.8912 -1.0440 -4.2459
C -2.8481 -0.2176 -4.8105
C -2.6844 1.1609 -4.7869
C -1.5699 1.7020 -4.1700
C -0.6144 0.8744 -3.5913
C 2.1504 -1.0950 -3.3530
C 3.1868 -1.8787 -2.8371
C 4.5007 -1.6673 -3.2226
C 4.8058 -0.6493 -4.1167
C 3.7907 0.1534 -4.6141
C 2.4687 -0.0666 -4.2407
C 0.0371 -4.4555 -3.8920
H -0.4470 -7.0589 -1.7091
H -0.9970 -8.2746 -3.7871
H -0.7577 -7.1042 -5.9577
H -0.1908 -5.2743 -7.2327
H 0.4961 -2.9039 -7.4635
H 0.7229 -1.5273 -5.4852
H -2.0284 -2.1171 -4.2993
H -3.7210 -0.6497 -5.2825
H -3.4228 1.8057 -5.2447
H -1.4295 2.7762 -4.1527
H 0.2467 1.3206 -3.1183
H 2.9477 -2.6941 -2.1602
H 5.2901 -2.2965 -2.8310
H 5.8300 -0.4853 -4.4236
H 4.0219 0.9420 -5.3189
H 1.6906 0.5563 -4.6647
C -4.2151 -0.3729 -1.4481
C -4.1609 -0.3987 0.0839
C -5.3544 -1.1670 0.6657
C -4.1039 1.0099 0.6366
C -5.1717 1.8623 0.3899
C -5.1999 3.1389 0.9166
C -4.1530 3.5617 1.7119
C -3.0677 2.7374 1.9972
C -1.9996 3.2953 2.9221
C -1.4157 4.6038 2.3747
C -2.5959 3.4993 4.3213
C -3.0376 1.4480 1.4335
N -1.9095 0.5784 1.6724
C -1.7782 0.1392 2.8804
C -0.6715 -0.5896 3.4532
C -1.0297 -1.4406 4.5233
C -0.1199 -2.1962 5.2148
C 1.2353 -2.0678 4.8911
C 1.6350 -1.1852 3.9167
C 0.7197 -0.4178 3.1409
N 1.1940 0.4391 2.1715
C 2.4221 1.1155 2.5271
C 3.6104 0.9878 1.7727
C 4.7632 1.6683 2.1555
C 4.7975 2.4639 3.2780
C 3.6380 2.6131 4.0098
C 2.4480 1.9909 3.6499
C 1.2409 2.3756 4.4944
C 1.3344 1.8668 5.9404
C 1.0867 3.9020 4.5310
C 3.7789 0.0660 0.5782
C 4.5529 0.7367 -0.5700
C 4.5297 -1.2093 0.9954
H -4.4160 -1.3692 -1.8577
H -3.2855 0.0214 -1.8690
H -5.0241 0.2708 -1.7909
H -3.2551 -0.9143 0.4026
H -6.2972 -0.7820 0.2767
H -5.3783 -1.0781 1.7526
H -5.2966 -2.2266 0.4066
H -6.0124 1.5125 -0.1959
H -6.0389 3.7941 0.7233
H -4.1914 4.5526 2.1449
H -1.1731 2.5891 2.9958
H -2.1947 5.3134 2.0976
H -0.8025 4.3979 1.4944
H -0.7889 5.0819 3.1252
H -3.3675 4.2695 4.3030
H -1.8294 3.8110 5.0288
H -3.0504 2.5798 4.6948
H -2.6041 0.3141 3.5748
H -2.0803 -1.5073 4.7858
H -0.4356 -2.8517 6.0139
H 1.9756 -2.6397 5.4366
H 2.6932 -1.0458 3.7259
H 5.6658 1.5499 1.5704
H 5.7069 2.9722 3.5690
H 3.6559 3.2460 4.8866
H 0.3422 1.9594 4.0455
H 2.1294 2.3840 6.4798
H 1.5371 0.8019 5.9883
H 0.3951 2.0609 6.4620
H 1.8761 4.3665 5.1199
H 0.1429 4.1720 5.0040
H 1.1234 4.3256 3.5275
H 2.7931 -0.2197 0.2109
H 5.6252 0.7067 -0.3812
H 4.2894 1.7907 -0.6877
H 4.3840 0.2075 -1.5081
H 5.5632 -0.9667 1.2429
H 4.5553 -1.9351 0.1741
H 4.0961 -1.6722 1.8837
O 1.7123 1.2515 -1.3976
H 2.2330 0.8930 -2.1358
H 2.3121 1.8408 -0.9230
O 1.6460 -2.2261 1.0043
H 1.8375 -2.2351 1.9572
H 2.4778 -2.4496 0.5686
O -1.8231 -1.9609 -1.1945
H -1.7317 -2.8885 -0.9322
H -2.6577 -1.8683 -1.6698
O -1.1432 -2.5468 1.4166
H -2.0068 -2.8594 1.7080
H -0.4987 -2.9978 1.9751
C -0.8955 4.5756 -1.2436
C -0.8668 3.1716 -0.9225
N -0.8519 2.0556 -0.6643
H -0.2328 5.1197 -0.5704
H -1.9082 4.9634 -1.1324
H -0.5602 4.7304 -2.2693
*
```

Löwdin atomic charge list, values in e, 99 entries:
1 La 2.03
2 I 1.15
3 C -0.59
4 C -0.16
5 C -0.05
6 C -0.02
7 C -0.15
8 C -0.01
9 C -0.04
10 C -0.10
11 C -0.27
12 P 1.00
13 C -0.38
14 C -0.11
15 C -0.06
16 C -0.06
17 C -0.07
18 C -0.13
19 C -0.40
20 C -0.12
21 C -0.08
22 C -0.06
23 C -0.05
24 C -0.11
25 C -0.19
26 H 0.09
27 H 0.12
28 H 0.12
29 H 0.13
30 H 0.12
31 H 0.10
32 H 0.11
33 H 0.12
34 H 0.11
35 H 0.11
36 H 0.07
37 H 0.08
38 H 0.12
39 H 0.12
40 H 0.12
41 H 0.10
42 C -0.06
43 C -0.38
44 C -0.04
45 C -0.15
46 C -0.03
47 C -0.04
48 C -0.03
49 C -0.14
50 C -0.36
51 C -0.04
52 C -0.03
53 C -0.18
54 N -0.07
55 C -0.11
56 C -0.19
57 C -0.04
58 C -0.06
59 C -0.05
60 C -0.05
61 C -0.33
62 N -0.11
63 C -0.17
64 C -0.15
65 C -0.04
66 C -0.05
67 C -0.03
68 C -0.12
69 C -0.36
70 C -0.04
71 C -0.06
72 C -0.38
73 C -0.06
74 C -0.04
75 H 0.09
76 H 0.07
77 H 0.09
78 H 0.08
79 H 0.09
80 H 0.09
81 H 0.08
82 H 0.12
83 H 0.12
84 H 0.12
85 H 0.09
86 H 0.08
87 H 0.06
88 H 0.06
89 H 0.09
90 H 0.07
91 H 0.08
92 H 0.15
93 H 0.12
94 H 0.11
95 H 0.12
96 H 0.12
97 H 0.11
98 H 0.12
99 H 0.11